111
Properties=species:S:1:pos:R:3:forces:R:3:mulliken_charge:R:1 method="wB97M-V/def2-TZVPD" total_charge=+1 homo_ha=-0.3307 mol_weight_da=1162.87 relative_energy_ev=2.041
La 12.043676 16.899645 13.039420 1.3 1.1 -0.7 1.6901
Br 14.549338 23.852550 14.307728 0.3 0.5 0.2 -0.1870
C 13.329076 22.476047 14.008628 0.3 -0.2 -1.4 -0.3710
C 12.289182 22.247197 14.879637 0.2 -0.2 1.9 -0.3342
C 11.568802 21.075829 14.836106 -0.6 -0.6 -0.3 -0.9053
C 11.748838 20.163353 13.771572 -0.2 -1.6 -0.7 0.3365
O 11.226771 18.925224 13.758584 0.0 2.5 0.8 0.6617
C 12.570679 20.582491 12.675531 0.8 1.0 1.0 0.2190
C 12.457206 20.026312 11.380322 0.7 -1.9 -0.5 -0.5420
N 11.764349 18.942893 11.113927 0.1 0.5 2.3 0.8392
C 11.093048 18.709041 9.969561 -0.2 0.4 -2.4 -0.2382
C 11.211019 19.561083 8.844148 -0.2 -0.9 1.2 -0.7559
C 10.401785 19.343091 7.727722 -1.5 -0.7 -1.0 -1.1393
C 9.507969 18.258058 7.716943 0.4 0.4 -0.7 -0.7644
C 9.416875 17.318113 8.773237 0.3 1.4 0.4 0.4226
C 8.559673 16.217689 8.762524 0.8 -2.1 1.7 -0.9952
C 8.671001 15.296388 9.832723 -1.2 0.7 -1.2 -1.1443
C 9.525382 15.585929 10.911392 0.1 0.3 -0.2 -0.6141
N 10.262996 16.693542 10.992142 -1.3 -0.3 -0.4 1.6923
C 10.186262 17.570234 9.949417 1.2 0.0 -0.3 0.2664
C 13.455511 21.704213 12.889775 -0.4 -1.1 -0.6 -0.7648
H 12.281585 22.916455 15.744146 -0.6 -0.3 -0.2 0.3723
H 10.850982 20.764047 15.595386 0.2 0.4 0.0 0.3671
H 13.092295 20.446713 10.595202 -0.4 0.6 0.0 0.2800
H 11.948493 20.367216 8.923474 -0.6 -0.2 -0.4 0.3316
H 10.368260 20.017636 6.833756 0.4 -0.6 1.1 0.3463
H 8.884860 18.029546 6.844569 0.3 0.4 0.2 0.4054
H 7.935210 15.940965 7.929121 -0.2 0.3 -0.2 0.4586
H 7.991046 14.408969 9.820456 0.9 0.7 0.2 0.4570
H 9.620945 14.890192 11.748102 -0.1 0.3 -0.3 0.6339
H 14.277165 21.862293 12.190531 -0.4 0.1 0.0 0.4947
N 14.047555 13.641246 12.743197 0.3 -0.4 -0.8 0.2280
C 14.190688 14.020615 14.013570 0.3 1.2 -1.1 0.1058
N 15.240413 13.567141 14.694219 -1.0 -0.3 0.0 -0.6888
C 15.199053 13.859307 15.989772 1.4 0.0 0.5 0.2510
N 16.214713 13.410384 16.757562 -0.1 -0.4 -0.2 -0.3840
N 14.294035 14.622864 16.609410 -1.0 0.4 -1.6 -0.7671
C 13.396666 15.152767 15.746490 0.1 -1.1 1.6 0.2757
N 13.262972 14.959144 14.437604 1.1 -1.0 0.9 0.1279
C 12.368175 15.876406 16.499405 -1.4 0.2 1.1 0.1481
C 11.996570 15.439278 17.784849 0.5 0.1 -0.2 -0.5426
C 11.199395 16.252707 18.586479 0.4 0.2 -0.1 -0.9647
C 10.748285 17.473487 18.045405 0.1 -1.5 0.6 -1.1133
C 11.067108 17.717159 16.742051 -1.0 0.5 -0.7 -0.6267
N 11.767260 16.918918 15.963728 1.1 0.1 -1.1 1.4851
H 14.832219 13.092804 12.346843 -1.0 0.7 0.3 0.3450
H 13.432764 14.228789 12.142238 0.8 -0.7 0.2 -0.4286
H 16.844534 12.726962 16.366282 -0.1 0.1 0.0 0.2664
H 16.120071 13.451036 17.758015 0.0 0.2 -0.1 0.2585
H 12.383074 14.464632 18.076362 -0.1 0.4 0.4 0.5544
H 11.044451 15.961841 19.629002 -0.4 0.1 -0.4 0.4360
H 10.020292 18.104043 18.519943 0.2 0.3 0.5 0.5029
H 10.653875 18.568806 16.233721 -0.1 0.4 -0.2 0.3977
F 17.130980 19.530481 11.795882 0.0 -0.3 1.0 -0.2035
C 17.565173 19.079880 13.016311 0.4 0.0 -1.5 0.6633
F 18.304607 20.085798 13.510438 0.4 -0.1 0.0 -0.2851
F 18.392651 18.043505 12.736490 -0.1 0.3 0.3 -0.2576
C 16.504742 18.725772 13.988351 -1.8 -0.1 -0.1 -0.3891
C 16.713741 19.009055 15.306086 -0.3 0.2 0.7 -0.5033
C 15.666687 18.860681 16.233863 -1.0 0.3 -0.3 -1.4208
C 14.378654 18.572393 15.756733 1.3 -0.5 0.6 -0.2481
N 14.213651 18.183666 14.478629 -1.4 -0.2 0.5 0.4352
C 15.210478 18.178798 13.598741 2.0 0.7 0.9 0.7141
S 15.015854 17.445358 12.098794 -1.0 -0.7 -1.0 -0.5787
H 17.668765 19.410595 15.644209 -0.2 -0.2 -0.1 0.4726
H 15.826468 19.093369 17.276844 0.0 0.0 0.0 0.4760
H 13.502589 18.525067 16.457457 1.0 0.2 -1.0 0.3287
O 10.002838 15.660300 13.664783 -0.7 0.1 1.3 -0.9459
S 8.967211 16.163867 14.707234 1.0 0.2 -1.7 0.4189
C 7.521797 15.107794 14.561611 0.0 -0.9 0.3 -0.6128
C 6.342147 16.022884 14.367218 0.7 1.2 0.3 -0.8177
C 6.819129 17.168562 13.443642 -0.9 -0.9 -0.5 -0.4496
C 8.163821 17.655767 13.933110 0.5 0.1 -0.1 -0.3156
H 7.520288 14.607050 15.528170 -0.3 -0.3 0.0 0.4791
H 7.603272 14.325832 13.782571 0.4 0.7 0.2 0.1224
H 6.040395 16.434900 15.333734 -0.1 0.1 0.0 0.3078
H 5.500835 15.522381 13.958022 -0.8 -0.6 -0.4 0.4266
H 6.011155 17.913923 13.427068 0.6 0.1 -0.2 0.4646
H 6.952559 16.746466 12.417076 -0.2 0.4 0.6 0.0736
H 8.120827 18.336259 14.807875 -0.1 0.0 -0.8 0.5956
H 8.792908 18.054684 13.066788 -0.5 -0.5 1.6 -0.1851
C 13.027517 8.469816 10.142317 0.5 -1.0 0.1 -0.8960
O 12.563053 9.804868 10.132357 -0.2 0.8 0.3 -0.3202
C 11.302385 10.038945 10.592293 -0.6 0.4 -0.4 0.5622
C 10.361968 9.011813 10.763610 -0.8 1.1 0.8 -0.6664
C 9.120413 9.285323 11.417456 0.3 -1.1 -0.8 -0.5288
C 8.737187 10.572236 11.725951 0.8 0.7 0.7 -0.9321
C 9.666267 11.590558 11.447753 -0.2 0.6 -0.4 0.2734
C 10.884779 11.405244 10.831066 0.5 -1.7 -0.1 -0.0467
N 11.653561 12.562748 10.484008 0.6 -0.4 0.2 0.7599
C 12.581763 12.645527 9.531926 0.2 2.1 1.0 -0.3948
C 13.277401 13.848984 9.168142 -0.2 -0.2 1.1 0.6215
C 14.041388 13.725538 7.961932 -1.4 0.7 0.1 -1.0724
C 14.416012 14.844006 7.280419 0.9 -1.2 -0.7 -0.7431
C 14.274998 16.120097 7.855720 0.5 0.3 0.5 -0.9648
C 13.701890 16.300857 9.092622 -0.6 -0.5 0.5 -0.1703
C 13.165023 15.182326 9.848306 -0.2 -0.6 -1.8 0.1192
O 12.545715 15.346788 10.954931 0.3 -0.7 0.2 1.0357
H 14.064096 8.418187 10.557386 -0.7 0.4 -0.6 0.2428
H 13.008133 8.097697 9.087111 0.0 -0.1 1.0 0.3138
H 12.418676 7.865800 10.846355 0.4 0.1 -0.7 0.4000
H 10.540850 8.009307 10.389121 0.1 0.2 0.3 0.5319
H 8.477987 8.411329 11.627860 0.3 0.7 -0.2 0.3447
H 7.822985 10.846451 12.273916 0.4 -0.4 -0.5 0.3604
H 9.469706 12.641317 11.641636 -0.5 -0.1 0.2 0.3124
H 11.546281 13.394924 11.070856 -0.1 -0.1 -0.4 -0.4747
H 12.820708 11.747214 9.010159 -0.1 -0.5 -0.4 0.5515
H 14.082627 12.739685 7.514358 0.3 0.0 -0.1 0.4437
H 14.886538 14.662589 6.302019 -0.1 0.6 0.5 0.3599
H 14.780013 16.953643 7.359309 -0.6 -0.1 0.1 0.4352
H 13.554814 17.287781 9.540763 0.3 -0.3 -0.2 0.3909

---

21
Properties=species:S:1:pos:R:3:forces:R:3:mulliken_charge:R:1 method="wB97M-V/def2-TZVPD" homo_ha=-0.2449 mol_weight_da=98.19 relative_energy_ev=6.280
C -2.323351 -0.478417 1.065190 1.1 0.7 1.3 -1.0191
C -0.903322 -0.194581 1.690024 -0.8 -0.1 0.8 -0.5479
C 0.183164 -0.821689 0.900450 0.6 0.0 0.5 -0.3364
C 1.029736 -0.074905 0.137849 1.1 -0.1 0.6 0.8612
C 0.961271 1.377817 0.023454 -0.3 0.4 -2.3 -1.2578
C 1.978081 -0.505708 -0.812631 0.2 -0.1 1.5 -0.3318
C 2.065554 -1.904436 -1.245703 -0.6 -0.9 -2.8 -1.2297
H -2.657447 -1.419567 1.504433 -0.2 -0.1 -0.6 0.2892
H -2.283345 -0.473172 -0.023694 -0.3 0.0 0.2 0.3214
H -2.941604 0.308166 1.498549 -0.5 -0.1 -0.5 0.3090
H -0.741802 0.887087 1.853387 0.1 -0.2 -0.8 0.4064
H -0.987420 -0.547700 2.742814 0.4 -0.4 -0.6 0.3348
H 0.322571 -1.901405 0.961929 -0.2 0.1 -0.2 0.2901
H -2.366383 4.495129 -1.675699 0.1 0.1 0.3 -0.0214
H 0.519379 1.691760 -0.934119 -0.4 0.3 0.6 0.2601
H 1.853247 1.964002 0.248228 -0.2 -0.1 0.2 0.3047
H 2.723860 0.150133 -1.237332 0.1 0.3 0.6 0.3684
H -2.692742 4.332400 -2.311469 -0.1 -0.1 -0.3 0.0211
H 2.835042 -2.082516 -2.012300 0.3 0.4 0.5 0.3586
H 2.234307 -2.669665 -0.481628 -0.5 0.4 0.2 0.3131
H 1.191205 -2.132734 -1.891734 -0.1 -0.4 0.8 0.3059

---

74
Properties=species:S:1:pos:R:3:forces:R:3:mulliken_charge:R:1 method="wB97M-V/def2-TZVPD" total_charge=-1 homo_ha=-0.1579 mol_weight_da=749.79 relative_energy_ev=0.643
Rb -1.001841 1.110925 0.518252 -0.1 0.6 0.1 0.6650
C -3.106862 1.973453 4.715435 0.0 0.0 0.0 -1.4006
C -1.653743 2.061074 4.341809 0.0 0.0 0.0 0.9258
C -1.205486 3.011938 3.423190 0.0 -0.1 0.0 -0.4244
C 0.123717 3.053528 3.026285 0.0 0.0 0.0 -0.5308
C 1.036424 2.143179 3.544539 0.0 0.0 0.0 -0.0934
C 0.609003 1.205205 4.471199 0.0 0.0 0.0 -0.5567
C -0.723493 1.167418 4.864743 0.0 0.0 0.0 -0.4045
H -3.670230 1.521036 3.897273 0.0 0.0 0.0 0.1811
H -3.525886 2.961726 4.909979 0.0 0.0 0.0 0.3771
H -3.247544 1.360598 5.606409 0.0 0.0 0.0 0.3516
H -1.912601 3.705380 2.980694 0.0 0.0 0.0 0.3379
H 0.440123 3.759386 2.269386 0.0 0.0 0.0 0.3185
H 2.062246 2.157421 3.200609 0.0 0.0 0.0 0.3128
H 1.308921 0.486465 4.881944 0.0 0.0 0.0 0.3549
H -1.051228 0.419048 5.578348 0.0 0.0 0.0 0.3088
C 0.266240 -4.304261 -2.639221 0.0 0.0 0.0 -1.1705
N -0.593727 -3.173318 -2.373393 0.0 0.2 0.0 0.7221
C -1.974840 -3.327976 -2.809523 0.0 0.0 0.0 -1.0242
P -0.098108 -1.653760 -1.957772 0.3 -0.3 -0.3 -0.2134
O -1.110241 -0.872579 -1.251992 -0.3 0.0 0.0 -0.8290
O 1.200133 -1.997619 -1.053879 0.1 0.1 0.1 0.5165
P 1.465556 -1.638896 0.527371 0.1 -0.5 -0.2 -0.3423
O 1.332613 -0.224106 0.875136 0.3 0.1 -0.1 -0.0638
N 0.454749 -2.617835 1.365525 0.0 -0.1 -0.1 0.6408
C -0.333727 -2.050739 2.466209 0.1 0.0 0.0 -0.7451
C -0.118476 -3.843073 0.828320 0.0 0.0 0.0 -1.0337
N 3.026983 -2.181598 0.661494 -0.1 0.1 0.2 0.1700
C 3.313306 -3.598131 0.564147 0.0 0.0 0.0 -0.8737
C 4.039937 -1.325526 0.052641 0.0 0.0 0.0 -1.0218
N 0.471659 -0.865595 -3.295712 0.0 -0.1 0.2 0.2782
C 1.576742 -1.457007 -4.031049 0.0 0.0 0.0 -0.8956
C 0.500815 0.601130 -3.266684 0.0 0.0 0.0 -0.9682
H 0.333945 -4.523883 -3.711960 0.0 0.0 0.0 0.3449
H -0.131148 -5.195783 -2.142632 0.0 0.0 0.0 0.3511
H 1.269203 -4.119171 -2.258950 0.0 0.0 0.0 0.2579
H -2.053613 -3.381742 -3.900993 0.0 0.0 0.0 0.2620
H -2.567958 -2.493278 -2.440448 0.0 0.0 0.0 0.2681
H -2.383318 -4.248624 -2.384490 0.0 0.0 0.0 0.3255
H 0.139253 -1.143000 2.832459 0.0 0.0 0.0 0.1184
H -0.370803 -2.780201 3.279520 0.0 0.0 0.0 0.3614
H -1.356002 -1.835785 2.141264 0.0 0.0 0.0 0.2540
H 0.509829 -4.253317 0.040830 0.0 0.0 0.0 0.2976
H -1.118954 -3.660047 0.424982 0.0 0.0 0.0 0.1964
H -0.195796 -4.585539 1.627242 0.0 0.0 0.0 0.4483
H 2.590558 -4.167160 1.146003 0.0 0.0 0.0 0.2475
H 4.305645 -3.790083 0.977202 0.0 0.0 0.0 0.3748
H 3.301946 -3.958064 -0.474857 0.0 0.0 0.0 0.2053
H 3.738415 -0.284265 0.149562 0.0 0.0 0.0 0.2668
H 4.180725 -1.556264 -1.011284 0.0 0.0 0.0 0.2716
H 4.991120 -1.470941 0.568222 0.0 0.0 0.0 0.3810
H 1.448804 -2.535350 -4.110637 0.0 0.0 0.0 0.2370
H 2.546464 -1.252981 -3.560959 0.0 0.0 0.0 0.2301
H 1.593925 -1.045783 -5.041836 0.0 0.0 0.0 0.3674
H -0.432417 0.969603 -2.848442 0.0 0.0 0.0 0.2410
H 0.585478 0.956219 -4.295034 0.0 0.0 0.0 0.4114
H 1.327972 1.004446 -2.674552 0.0 0.0 0.0 0.2750
F -1.400575 7.284353 -3.343430 0.0 0.0 0.0 -0.3271
C -0.698852 6.320358 -2.719516 -0.1 0.0 0.0 0.6627
C -1.146674 5.787666 -1.523323 0.0 0.0 0.0 -0.3293
F -2.288039 6.241680 -0.980699 0.0 0.0 0.0 -0.3158
C -0.417405 4.798883 -0.899344 0.2 0.0 -0.1 -0.1757
F -0.902926 4.312953 0.261972 -0.1 0.0 0.0 -0.1842
C 0.784524 4.278581 -1.405339 -0.1 0.0 0.1 0.5585
S 1.652298 3.022213 -0.594242 0.1 -0.1 0.0 -0.2813
C 1.196546 4.849817 -2.615948 -0.1 0.1 0.0 0.0899
F 2.325440 4.429078 -3.207641 0.0 0.0 0.0 -0.3658
C 0.479092 5.842011 -3.260503 0.1 0.0 0.0 0.1051
F 0.918794 6.349741 -4.425671 0.0 0.0 0.0 -0.3227
F -5.389297 -0.410633 1.731870 0.0 0.0 0.0 -0.3601
B -4.156099 -0.352113 1.090997 0.1 -0.2 -0.1 0.3309
F -4.286674 0.032989 -0.248180 0.0 0.0 0.0 -0.3922
F -3.502611 -1.606680 1.167259 0.0 0.0 0.0 -0.4107
F -3.321949 0.603204 1.749818 -0.1 0.1 0.2 -0.1459

---

26
Properties=species:S:1:pos:R:3:forces:R:3:mulliken_charge:R:1 method="wB97M-V/def2-TZVPD" homo_ha=-0.3011 mol_weight_da=283.19 relative_energy_ev=0.000
C -1.007602 -0.207643 1.849318 -1.7 0.1 1.0 0.6118
C -1.884571 0.501341 1.414926 2.3 0.1 1.0 -0.2495
C 3.577710 0.182541 -0.888019 -1.2 -1.3 -1.9 -0.4604
C 2.824145 0.843883 0.030248 -2.5 -3.0 1.4 -0.6728
C 3.158670 -1.048580 -1.475012 -0.4 -1.1 3.1 -0.5285
C 1.708270 0.119412 0.617282 0.2 2.2 -1.2 -0.4402
C 2.049276 -1.739281 -0.844371 1.9 0.8 -4.1 -0.6530
C 1.286429 -1.084710 0.067030 0.6 0.0 1.7 1.1008
C -3.212275 0.859846 -1.923447 -0.2 0.4 0.3 -0.6133
C -3.388871 0.404440 -0.692382 2.2 2.5 1.3 0.1462
C -0.259104 -1.348875 2.276964 1.2 -0.4 -1.6 -0.8351
C -2.491766 1.529716 0.707656 -3.1 -0.6 -4.5 -0.4631
O -1.792231 2.448977 -0.072761 3.2 -1.9 0.1 -0.5493
S 0.100557 -2.203355 0.672878 -0.8 -0.2 1.2 -0.1336
Br -3.988845 -1.235823 -0.109420 -0.6 -0.4 0.0 -0.1029
H 4.340196 0.660400 -1.419621 1.5 0.8 -0.3 0.3863
H 3.023170 1.794877 0.410053 0.5 1.4 0.4 0.4417
H 3.923155 -1.597715 -2.036938 -0.8 0.3 -0.4 0.3281
H 1.037933 0.698456 1.270917 0.6 -0.5 0.0 0.2988
H 1.573344 -2.648016 -1.272004 1.1 0.3 0.3 0.2670
H -3.700410 0.489049 -2.807882 0.0 -0.6 -0.1 0.3028
H -2.609739 1.760053 -2.108168 -0.5 -0.2 0.5 0.2519
H 0.719375 -1.126030 2.697060 0.0 0.2 0.2 0.3262
H -0.739916 -2.074460 2.894632 -0.7 -0.1 0.5 0.4285
H -3.350245 2.038434 1.119100 0.0 0.0 0.3 0.4396
H -0.896663 1.983053 -0.378035 -2.8 1.4 1.0 0.3723

---

Sequential E_LUMO output: -2.92, -1.02, 1.90, 0.62 eV
Sequential max |F| output: 2.825, 2.972, 0.640, 5.469 eV Å⁻¹
Sequential orbital gap output: 6.079, 5.645, 6.201, 8.815 eV